{
  "formula": "C34H56Br2Cl2F3N3NaO17PS",
  "method": "the ωB97M-V functional and the def2-TZVPD basis",
  "fmax_ev_per_a": 4.2,
  "orbital_gap_ha": 0.0401,
  "e_lumo_ev": -3.6426,
  "homo_ev": -4.73,
  "species": ["C", "C", "Br", "C", "Br", "O", "C", "O", "O", "P", "O", "O", "O", "H", "H", "H", "H", "H", "H", "H", "C", "C", "N", "C", "C", "C", "C", "H", "H", "H", "H", "H", "H", "H", "H", "H", "H", "H", "H", "H", "H", "H", "C", "F", "F", "F", "S", "O", "O", "O", "O", "H", "H", "H", "C", "C", "C", "O", "C", "C", "C", "O", "H", "H", "H", "H", "C", "C", "C", "O", "C", "C", "C", "O", "H", "H", "H", "H", "C", "O", "C", "C", "N", "C", "C", "O", "C", "H", "H", "H", "H", "H", "H", "H", "H", "H", "H", "H", "H", "H", "H", "H", "Na", "C", "Cl", "Cl", "H", "H", "O", "H", "N", "C", "C", "C", "C", "H", "H", "H", "H", "H"],
  "coordinates": [[-0.328802, 3.274019, -1.254701], [1.195678, 3.219373, -1.532740], [1.470808, 2.386332, -3.287399], [2.014085, 2.583900, -0.389119], [1.230809, 0.922361, 0.294556], [3.367087, 2.237893, -0.737755], [4.065139, 3.287642, -1.263017], [4.510216, 3.204424, -2.331372], [4.216273, 4.350247, -0.392060], [4.384898, 5.811307, -1.137849], [5.485336, 5.914651, -2.077759], [3.008624, 6.339465, -1.798407], [4.688163, 6.845757, 0.065943], [-0.583597, 4.043537, -0.506313], [-0.764405, 2.291353, -1.039722], [-0.788433, 3.621460, -2.199282], [1.515510, 4.274687, -1.603186], [2.073450, 3.254377, 0.484588], [2.796071, 5.827715, -2.598740], [4.207716, 6.560897, 0.863742], [-0.045480, -3.590003, 3.827109], [-1.242971, -3.113475, 3.016164], [-0.928810, -2.520945, 1.747173], [-2.074380, -1.884191, 1.143650], [-3.245327, -2.781423, 0.761320], [-0.113340, -3.324855, 0.845525], [-0.659851, -4.698506, 0.436808], [0.648094, -2.771830, 4.024048], [-0.384923, -3.982685, 4.789863], [0.497561, -4.393112, 3.327334], [-1.761441, -2.363586, 3.624469], [-1.949171, -3.957382, 2.880813], [-1.758436, -1.316076, 0.264815], [-2.448857, -1.129018, 1.843964], [-3.049508, -3.340253, -0.152685], [-4.127354, -2.167274, 0.569626], [-3.508128, -3.485818, 1.548974], [0.867035, -3.468587, 1.305457], [0.101571, -2.744858, -0.055360], [-1.106347, -5.240410, 1.274114], [0.153835, -5.314424, 0.048789], [-1.399242, -4.619953, -0.360120], [5.347599, -0.068680, 2.783538], [5.377834, 0.219926, 1.469234], [6.329924, -0.980188, 2.996709], [5.726014, 1.052092, 3.424332], [3.693396, -0.677933, 3.338083], [3.465453, -1.872342, 2.547523], [2.795339, 0.414923, 3.030277], [3.860265, -0.933113, 4.752382], [-4.202788, -4.355566, 3.650446], [-3.631497, -5.149142, 3.570410], [-4.478012, -4.200219, 4.577775], [-4.984949, -4.400812, 3.035441], [-8.446832, -6.941588, 1.253367], [-8.052965, -5.678714, 1.416512], [-6.669830, -5.268300, 1.115153], [-6.301800, -4.107496, 1.269325], [-5.728456, -6.302925, 0.622652], [-6.118301, -7.563937, 0.457951], [-7.513124, -7.982314, 0.760847], [-7.864498, -9.129921, 0.607728], [-9.457615, -7.260661, 1.471046], [-8.725025, -4.903436, 1.776082], [-4.716183, -5.975879, 0.406515], [-5.448303, -8.335854, 0.099660], [-12.811034, -5.952838, 5.083751], [-12.095992, -6.011585, 3.951934], [-10.991709, -5.093903, 3.705215], [-10.327603, -5.143157, 2.668429], [-10.684276, -4.089400, 4.749384], [-11.388836, -4.021274, 5.875226], [-12.512720, -4.953191, 6.133897], [-13.152772, -4.887347, 7.161991], [-13.630307, -6.627271, 5.283915], [-12.300976, -6.739126, 3.177995], [-9.858249, -3.417808, 4.543638], [-11.177850, -3.292072, 6.647791], [5.900327, 9.382116, -8.387542], [5.390586, 8.193470, -8.987914], [6.368018, 7.168373, -9.233820], [6.273249, 6.039995, -8.225386], [6.725143, 6.457040, -6.908652], [6.342452, 5.564528, -5.804156], [4.869487, 5.207241, -5.607619], [4.056952, 6.266143, -5.128390], [3.678801, 7.225483, -6.088496], [5.157247, 10.169249, -8.500274], [6.078035, 9.245111, -7.321473], [6.820457, 9.716994, -8.869407], [7.386024, 7.572024, -9.276570], [6.138668, 6.757366, -10.224641], [6.886070, 5.200803, -8.568658], [5.228150, 5.710727, -8.215689], [6.358799, 7.376085, -6.705621], [6.692304, 6.036406, -4.883370], [6.909687, 4.635157, -5.910167], [4.838468, 4.445619, -4.825490], [4.415548, 4.743750, -6.493219], [3.464853, 6.776306, -7.063243], [4.450040, 7.998363, -6.175882], [2.773594, 7.718454, -5.733370], [7.365717, 8.882344, -10.191805], [-5.715607, 0.075936, -0.853361], [-7.064923, 1.215704, -0.844633], [-4.157903, 0.914888, -0.867068], [-5.773412, -0.541996, 0.036669], [-5.786368, -0.544596, -1.740449], [-11.814725, -8.069038, 6.582403], [-11.828696, -8.066991, 7.542107], [8.791503, -0.944947, 4.522042], [9.989086, -0.999327, 3.867122], [10.970525, -0.616083, 4.745425], [10.337142, -0.324231, 5.981327], [8.993262, -0.539830, 5.810203], [7.896508, -1.169813, 4.116933], [10.040312, -1.303762, 2.834973], [12.024325, -0.553401, 4.525775], [10.812019, 0.005354, 6.891434], [8.165801, -0.438695, 6.492539]],
  "forces_ev_per_angstrom": [[0.1, 0.5, -1.0], [-0.6, 0.3, 0.7], [0.1, 0.1, 0.4], [0.0, -0.8, 0.7], [0.3, 0.5, -0.3], [-0.4, 1.2, 0.0], [-1.1, -1.7, 1.8], [1.3, 0.6, -2.2], [-1.0, 1.0, -0.6], [1.8, 2.1, -0.3], [0.3, -0.5, -0.5], [0.0, -1.2, 1.0], [-1.5, -1.7, -0.1], [0.2, -0.6, 0.0], [0.3, 0.3, 0.2], [0.1, -0.1, 0.5], [0.1, -0.5, -0.3], [-0.4, -0.1, -0.4], [0.2, 0.3, -0.1], [0.2, 0.4, 0.1], [0.0, -0.1, -0.1], [0.3, -0.1, 0.3], [0.2, 0.1, -0.2], [-0.2, 0.5, 0.0], [-0.3, 0.1, -0.4], [0.4, -0.2, 0.1], [0.0, 0.0, -0.2], [0.0, 0.0, -0.1], [0.0, 0.0, 0.0], [0.0, 0.1, 0.0], [-0.1, 0.0, -0.2], [0.0, -0.2, 0.2], [0.1, -0.1, 0.0], [0.1, 0.0, 0.1], [0.0, -0.1, 0.1], [0.0, -0.1, 0.0], [0.0, 0.0, -0.1], [-0.1, 0.1, 0.1], [-0.2, 0.1, 0.1], [0.0, 0.0, 0.0], [0.0, 0.0, 0.1], [-0.1, -0.1, 0.1], [0.4, 0.4, -0.2], [-0.2, -0.2, 0.1], [-0.3, -0.1, -0.1], [-0.2, -0.2, 0.1], [-1.2, -0.7, 0.5], [0.4, 0.2, -0.2], [0.4, 0.3, -0.1], [0.5, 0.2, -0.1], [-0.6, -0.2, 0.2], [0.1, 0.2, 0.0], [0.0, 0.0, -0.1], [-0.1, 0.2, -0.4], [0.1, 0.0, 0.0], [0.3, 0.4, -0.3], [-0.4, -0.5, -0.2], [0.6, 0.0, 0.7], [0.2, 0.1, 0.1], [0.2, 0.0, 0.0], [-0.3, 0.0, 0.1], [0.1, 0.0, -0.1], [0.0, 0.1, 0.1], [0.2, -0.3, -0.1], [0.0, 0.0, -0.1], [0.0, 0.0, 0.0], [0.1, -0.6, 0.2], [0.1, 0.4, -0.2], [-0.4, -0.4, 0.1], [-0.4, 0.3, 0.3], [0.0, 0.1, 0.0], [0.2, 0.1, 0.0], [-0.1, -0.5, 0.3], [-0.1, 0.4, -0.1], [0.1, 0.0, 0.1], [0.0, 0.0, 0.0], [0.0, 0.0, 0.0], [0.0, 0.0, 0.0], [-0.9, -0.2, 0.7], [1.0, 0.6, -0.5], [-0.9, -1.4, 0.6], [0.1, 0.1, 0.3], [-0.1, 0.3, -0.2], [0.1, -0.1, 0.2], [0.1, -0.2, 0.3], [-0.1, 0.0, -0.2], [0.0, 0.0, 0.4], [0.0, -0.1, -0.1], [0.3, 0.1, 0.0], [-0.4, 1.0, 1.5], [-0.1, -1.8, 1.7], [0.0, 0.0, 0.0], [0.0, 0.0, 0.0], [0.0, 0.0, -0.2], [-0.1, -0.1, 0.1], [0.0, -0.1, 0.0], [-0.1, 0.0, 0.0], [0.0, 0.1, 0.0], [0.0, 0.1, -0.1], [0.1, 0.0, 0.0], [0.0, 0.1, -0.2], [0.0, -0.1, 0.0], [1.1, 1.7, -3.6], [0.0, -0.1, 0.0], [0.0, -0.1, 0.0], [0.1, -0.1, 0.0], [0.0, 0.1, 0.0], [0.0, 0.1, 0.0], [0.0, 0.6, -0.7], [-0.1, 0.1, 0.2], [0.1, -0.1, 0.1], [-0.1, 0.0, 0.0], [0.1, 0.0, -0.1], [0.0, 0.0, 0.1], [0.0, 0.0, 0.0], [0.1, 0.1, 0.1], [0.0, 0.0, 0.0], [0.0, 0.0, 0.0], [0.0, 0.0, 0.0], [0.0, 0.0, 0.0]]
}


{
  "formula": "C34H56Br6O22",
  "method": "the ωB97M-V functional and the def2-TZVPD basis",
  "fmax_ev_per_a": 2.2,
  "smiles": "C[C@H]1COC(=O)O1.C[C@H]1COC(=O)O1.C[C@H]1COC(=O)O1.C[C@H]1COC(=O)O1.C[C@H]1COC(=O)O1.C[C@H]1COC(=O)O1.C[C@H]1COC(=O)O1.BrCCBr.BrCCBr.BrCCBr.O",
  "orbital_gap_ha": 0.3725,
  "e_lumo_ev": -0.1784,
  "homo_ev": -10.32,
  "species": ["C", "C", "C", "O", "C", "O", "O", "H", "H", "H", "H", "H", "H", "C", "C", "C", "O", "C", "O", "O", "H", "H", "H", "H", "H", "H", "C", "C", "C", "O", "C", "O", "O", "H", "H", "H", "H", "H", "H", "C", "C", "C", "O", "C", "O", "O", "H", "H", "H", "H", "H", "H", "C", "C", "C", "O", "C", "O", "O", "H", "H", "H", "H", "H", "H", "C", "C", "C", "O", "C", "O", "O", "H", "H", "H", "H", "H", "H", "C", "C", "C", "O", "C", "O", "O", "H", "H", "H", "H", "H", "H", "Br", "C", "C", "Br", "H", "H", "H", "H", "Br", "C", "C", "Br", "H", "H", "H", "H", "Br", "C", "C", "Br", "H", "H", "H", "H", "O", "H", "H"],
  "coordinates": [[9.957699, -35.666089, -11.213552], [9.698626, -34.177073, -11.078603], [8.842125, -33.598738, -12.240142], [7.759256, -32.923097, -11.580007], [7.727848, -33.276306, -10.287043], [6.842865, -32.982956, -9.532980], [8.800680, -33.995419, -9.973930], [10.614563, -35.967316, -12.031642], [8.975920, -36.061186, -11.495419], [10.318714, -36.214929, -10.346179], [10.591163, -33.577009, -10.907785], [8.422939, -34.384040, -12.866959], [9.382887, -32.828695, -12.788125], [6.390192, -37.562822, -9.177090], [5.273023, -36.898824, -8.378696], [5.755216, -35.615845, -7.723219], [4.693926, -34.687564, -7.937755], [3.893820, -35.168584, -8.923301], [3.137606, -34.502220, -9.557490], [4.305326, -36.382262, -9.279786], [6.782583, -36.866238, -9.915875], [5.975736, -38.411993, -9.722214], [7.185062, -37.907738, -8.517300], [4.835124, -37.535923, -7.608287], [6.642864, -35.177867, -8.193538], [6.077400, -35.752926, -6.689085], [0.502882, -29.454268, -4.800235], [0.313976, -30.402675, -3.629001], [1.105042, -30.070233, -2.350084], [0.160163, -29.492559, -1.470712], [-1.087072, -29.677848, -1.941800], [-2.070145, -29.297067, -1.393308], [-1.028345, -30.287763, -3.136327], [0.215714, -28.484337, -4.394465], [-0.077266, -29.716928, -5.682858], [1.533064, -29.533303, -5.151344], [0.467796, -31.446799, -3.904771], [1.917544, -29.382864, -2.580922], [1.474584, -30.999569, -1.915209], [-0.002347, -33.928155, -5.784751], [-0.133578, -34.771521, -7.037551], [0.330106, -36.220067, -6.844434], [-0.819014, -36.971071, -7.261383], [-1.812783, -36.161396, -7.646811], [-2.837185, -36.519422, -8.122550], [-1.482642, -34.869759, -7.448533], [-0.829875, -34.221652, -5.131832], [-0.200983, -32.893010, -6.062627], [0.963316, -33.955901, -5.285489], [0.446889, -34.290714, -7.829527], [0.544325, -36.494708, -5.815118], [1.149240, -36.386696, -7.542863], [0.698678, -30.264675, -12.002766], [1.860141, -30.636256, -11.108649], [2.781058, -31.685539, -11.733103], [4.034446, -31.041129, -11.887342], [3.963947, -29.797840, -11.397436], [4.845862, -28.993843, -11.481303], [2.758085, -29.544666, -10.891392], [0.054790, -31.094331, -12.294635], [1.082996, -29.822882, -12.926830], [0.020213, -29.542590, -11.546605], [1.466455, -31.047328, -10.178827], [2.465707, -32.077181, -12.703562], [2.794541, -32.586282, -11.114991], [5.976657, -29.084995, -3.615074], [4.988053, -28.238974, -2.800521], [5.399755, -26.837553, -2.372406], [4.297028, -26.020119, -2.819635], [3.364541, -26.773982, -3.457351], [2.344289, -26.372471, -3.884846], [3.871968, -28.019739, -3.655358], [5.859705, -28.908663, -4.683185], [5.837796, -30.124346, -3.323636], [7.029092, -28.838031, -3.443700], [4.647453, -28.870354, -1.976505], [6.405899, -26.548499, -2.662654], [5.350853, -26.813479, -1.284123], [5.607938, -30.308434, -8.008611], [4.711228, -31.499432, -7.801564], [4.609890, -31.970963, -6.356111], [3.211425, -31.975231, -6.062199], [2.534942, -31.491916, -7.153600], [1.353755, -31.530664, -7.293926], [3.373086, -31.185686, -8.151162], [6.661078, -30.528924, -7.821971], [5.278989, -29.469046, -7.395802], [5.691205, -30.079825, -9.075463], [5.072432, -32.339810, -8.390525], [5.100555, -31.286510, -5.667648], [5.004919, -32.982140, -6.302047], [8.788163, -30.264391, -13.775052], [9.412643, -29.979701, -11.921685], [8.194068, -29.505517, -11.130519], [8.708567, -29.183773, -9.285004], [10.231014, -29.268248, -11.877253], [9.788040, -30.925892, -11.537873], [7.340232, -30.174145, -11.155431], [7.910136, -28.513388, -11.468276], [8.373412, -31.741974, -5.514294], [9.304921, -32.264805, -7.178395], [10.592546, -31.463811, -7.265321], [11.520729, -31.771496, -8.944305], [8.683024, -31.961606, -8.021745], [9.411119, -33.343000, -7.256876], [11.294743, -31.742945, -6.486227], [10.310213, -30.417732, -7.199965], [5.071310, -26.597344, -6.533599], [5.650083, -26.517364, -8.472821], [6.935857, -25.706587, -8.413015], [7.758795, -25.381045, -10.162994], [4.948274, -25.900284, -9.028071], [5.749865, -27.526304, -8.853440], [7.729680, -26.292618, -7.960477], [6.761631, -24.748723, -7.939513], [-0.938735, -29.991311, -8.951364], [-0.117828, -29.520417, -8.767564], [-1.213847, -30.338384, -8.095981]],
  "forces_ev_per_angstrom": [[-0.6, -0.4, -0.7], [-0.3, -0.1, -0.5], [0.5, 0.3, 0.5], [0.0, -0.1, 0.0], [-0.5, 0.3, -0.5], [0.5, -0.1, 0.0], [0.4, -0.3, 1.0], [0.1, 0.5, -0.1], [0.1, -0.4, 0.2], [-0.1, 0.5, 0.3], [0.0, -0.1, 0.1], [0.1, 0.1, -0.2], [-0.1, -0.4, -0.3], [-0.8, -0.4, 0.0], [1.3, 0.7, 0.0], [1.2, 0.4, 0.1], [-0.6, -0.3, 0.9], [1.5, 1.2, -1.1], [-0.7, -0.2, 0.7], [-0.9, -1.2, -0.2], [0.1, 0.1, 0.1], [0.2, -0.1, 0.1], [0.0, 0.0, 0.0], [-0.3, -0.3, -0.4], [-0.1, -0.2, -0.4], [-0.8, 0.2, 0.2], [0.1, -0.4, 0.5], [-0.2, -0.3, 0.1], [0.3, -0.4, -0.7], [0.4, 0.3, 0.3], [0.1, 0.4, -0.3], [0.0, -0.3, 0.0], [-0.8, -0.3, -0.3], [0.4, 0.4, -0.6], [-0.4, -0.1, 0.3], [0.2, 0.5, 0.3], [0.0, 0.1, -0.1], [0.0, 0.1, 0.3], [0.2, 0.1, 0.2], [-1.3, 0.5, -0.2], [1.4, 0.6, 0.6], [-0.8, 0.3, -0.7], [0.5, -0.6, 0.0], [-0.1, 0.4, -0.3], [-0.3, -0.2, 0.1], [-0.1, 0.1, 0.0], [0.3, -0.1, 0.4], [0.1, 0.0, 0.1], [0.1, -0.3, -0.1], [-0.2, -0.1, -0.2], [0.2, 0.1, 0.0], [0.1, -0.5, 0.3], [-0.1, 0.9, -0.5], [-0.6, -1.1, -0.5], [-0.7, -1.1, -0.2], [0.4, -0.3, 0.2], [0.0, 0.3, -0.6], [0.2, -0.1, 0.4], [-0.5, 0.4, 0.4], [0.3, -0.4, 0.3], [0.0, 0.0, 0.0], [0.2, 0.1, 0.2], [0.3, 0.5, 0.3], [-0.1, 0.6, -0.2], [0.8, 0.3, 0.3], [0.6, 0.3, 0.4], [0.7, -1.0, -1.1], [-1.1, -0.5, 1.2], [0.5, 0.1, 0.1], [1.5, 0.0, -0.4], [-0.7, 0.1, 0.0], [-1.0, 0.1, 0.2], [-0.4, -0.2, 0.0], [0.0, -0.1, -0.5], [-0.1, 0.1, 0.4], [0.0, 0.4, 0.3], [-0.3, 0.5, -0.7], [0.3, 0.2, 0.1], [0.4, -0.2, -0.6], [1.1, -0.2, 0.1], [0.1, 0.2, 0.1], [-0.6, 0.5, -0.6], [0.5, -1.6, -0.4], [-0.4, 0.6, 0.5], [-0.4, 0.4, 0.1], [-0.2, -0.3, 0.7], [0.1, 0.2, -0.2], [-0.6, 0.4, 0.0], [-0.4, 0.2, -0.3], [0.1, -0.1, 0.1], [-0.1, 0.1, 0.5], [0.4, 0.2, 0.5], [-0.8, -0.3, 0.3], [0.6, 0.6, -0.5], [0.1, -0.1, 0.2], [-0.1, 0.2, -0.4], [-0.1, -0.1, -0.1], [0.1, -0.1, 0.0], [-0.3, -0.1, -0.1], [0.3, -0.4, -0.6], [0.0, 0.4, -0.7], [-0.4, -0.4, 0.6], [-0.1, 0.0, 0.1], [-0.3, 0.0, 0.3], [0.1, 0.0, 0.5], [0.0, 0.2, 0.0], [0.4, 0.1, -0.1], [0.1, -0.1, -1.2], [0.4, 1.2, 0.6], [0.5, -1.0, -0.2], [-0.4, 0.1, -0.1], [-0.5, -0.5, 0.2], [0.0, 0.0, 0.0], [-0.1, 0.3, 0.5], [0.2, 0.0, 0.0], [0.0, 0.1, 0.0], [0.0, -0.1, 0.1], [0.1, -0.1, -0.1]]
}